No. 1
14
Properties=species:S:1:pos:R:3:forces:R:3 method="wB97M-V/def2-TZVPD" relative_energy_ev=1.275 smiles="[H]/N=C/N.CN" homo_ev=-9.166 total_charge=0 gap_ha=0.3757 lumo_energy_ha=0.03884 multiplicity=1
H -2.41866 1.54429 3.56070 0.8 0.3 0.2
N -1.75783 0.96554 3.05485 -0.5 -0.4 -1.1
C -0.66087 0.62933 3.58078 -1.1 -0.3 1.1
N 0.14232 -0.33924 3.04655 0.9 0.0 -0.3
H -0.36168 1.00185 4.57396 0.3 -0.3 -0.3
H -0.00289 -0.71394 2.12499 -0.6 0.3 0.0
H 0.68936 -0.94828 3.62664 0.1 0.4 0.3
C 0.07911 -0.28031 -3.08805 1.0 1.6 -0.5
N 1.52278 -0.23507 -3.49767 -0.3 -1.3 -0.6
H -0.66891 -0.20517 -3.90402 0.5 0.1 0.2
H 0.14692 0.65944 -2.52144 -1.6 -0.5 0.4
H -0.21081 -1.15655 -2.51511 0.5 0.1 0.3
H 1.87162 -1.17515 -3.65620 0.0 0.1 -0.1
H 1.62954 0.25328 -4.38598 -0.1 -0.1 0.3

=====

No. 2
15
Properties=species:S:1:pos:R:3:forces:R:3 method="wB97M-V/def2-TZVPD" relative_energy_ev=1.919 smiles=NN[C@@H](N)CO homo_ev=-8.424 total_charge=0 gap_ha=0.3476 lumo_energy_ha=0.03801 multiplicity=1
N -1.68761 -0.91246 0.40639 0.4 0.2 0.3
N -1.02276 0.01276 -0.51457 -0.4 0.0 -0.3
C 0.42446 -0.19890 -0.53769 0.1 0.0 0.3
N 1.04120 0.68240 -1.49651 0.0 0.2 0.0
C 1.09988 -0.01248 0.84573 -0.1 -0.5 -0.2
O 0.51743 1.02674 1.59408 -0.3 0.3 0.1
H -1.45423 -1.84849 0.07480 -0.2 0.2 0.0
H -2.68255 -0.78961 0.24008 0.1 -0.2 -0.1
H -1.20063 0.94808 -0.14084 0.2 -0.3 0.0
H 0.58839 -1.23030 -0.87884 0.0 0.1 0.1
H 1.00125 1.63850 -1.15627 0.0 0.0 -0.1
H 0.54439 0.64088 -2.37915 0.0 0.1 0.1
H 1.05672 -0.95551 1.40424 0.1 0.1 -0.1
H 2.14269 0.26150 0.68342 0.0 -0.1 0.0
H -0.36863 0.73688 1.85512 0.2 -0.1 0.0

=====

No. 3
15
Properties=species:S:1:pos:R:3:forces:R:3 method="wB97M-V/def2-TZVPD" relative_energy_ev=4.071 homo_ev=-7.104 total_charge=0 gap_ha=0.2918 lumo_energy_ha=0.03077 multiplicity=1
C 0.42182 -0.71215 0.04505 -0.2 0.3 0.2
N 0.56038 -1.50365 1.29336 0.0 0.0 -0.1
N 1.68198 -0.43674 -0.60019 0.0 0.0 0.0
H 2.23180 0.23233 -0.07058 0.0 -0.1 0.0
H 2.24862 -1.27643 -0.70132 -0.1 0.1 0.0
H -0.34282 -1.82111 1.63320 0.1 0.1 0.0
H 0.99092 -0.96157 2.03838 -0.1 0.0 -0.1
H -0.21249 -1.29771 -0.62372 0.0 0.0 0.0
H -0.15381 0.43499 0.86674 0.1 -0.1 -0.1
N -1.78532 1.16132 -1.05768 0.2 -0.1 0.1
C -0.67453 1.22925 -0.30884 -0.1 -0.1 0.2
O -0.80735 1.41017 1.00748 0.0 -0.1 -0.3
H -2.64537 0.88496 -0.60974 0.1 0.0 0.0
H -1.72526 1.09663 -2.06076 0.0 0.0 0.1
H 0.21141 1.55970 -0.85140 0.0 -0.1 0.0

=====

No. 4
17
Properties=species:S:1:pos:R:3:forces:R:3 method="wB97M-V/def2-TZVPD" relative_energy_ev=0.000 smiles="CN(C)N[P@@](N)(=O)[O-]" homo_ev=-4.558 total_charge=-1 gap_ha=0.3111 lumo_energy_ha=0.14358 multiplicity=1
C 0.21548 -1.08613 -1.40890 3.9 3.9 -0.3
N -0.60427 -0.62800 -0.31709 0.9 1.7 -1.5
C -1.88189 -0.28932 -0.89526 -1.5 -1.5 -1.6
N -0.03766 0.61478 0.18202 -0.3 -3.0 3.6
P 1.40671 0.24805 1.25069 -0.8 2.4 -1.3
N 0.91520 1.14627 2.63575 0.8 -0.3 0.0
O 1.67234 -1.19092 1.38009 -0.5 -0.6 0.8
O 2.39555 1.16819 0.62055 0.6 0.2 -0.1
H 1.33556 -1.14185 -1.21301 -1.6 -0.5 0.6
H -0.15554 -1.94486 -1.75227 -1.3 -3.6 -1.6
H 0.28754 -0.31525 -2.28450 -0.8 -0.9 1.0
H -2.20711 0.48154 -0.24011 -1.0 0.7 0.1
H -1.88830 -0.00007 -2.03876 0.4 0.1 2.0
H -2.60326 -1.17637 -0.89870 0.8 0.9 0.3
H 0.32849 1.22157 -0.47742 0.8 1.0 -2.4
H 0.67309 2.05830 2.27261 0.1 0.1 0.0
H 0.14808 0.83408 3.18431 -0.6 -0.6 0.3

=====

No. 5
17
Properties=species:S:1:pos:R:3:forces:R:3 method="wB97M-V/def2-TZVPD" relative_energy_ev=4.063 homo_ev="-9.126 / -8.734" total_charge=0 gap_ha="0.2750 / 0.3069" lumo_energy_ha="-0.06041 / -0.01405" multiplicity=1
C -1.79256 -0.93189 -1.17043 2.4 0.5 0.4
C -1.23210 -0.95186 1.19289 -1.9 -2.0 1.4
N 1.78455 2.56904 0.55896 0.5 -0.9 1.2
N 2.29006 1.51008 -0.14354 0.1 0.8 -0.3
N -1.39682 -0.19133 0.04343 -0.1 0.9 -2.1
O 1.72867 -1.32353 0.58337 -0.2 1.6 0.0
O 1.50989 -0.71499 -1.70694 0.1 1.1 -0.4
S 1.29064 -0.27316 -0.34541 0.0 -2.2 0.4
H -2.03005 -0.21134 -1.97117 0.4 -0.4 0.2
H -0.85654 -1.58341 -1.40496 -1.7 0.8 -0.2
H -2.64529 -1.56446 -1.03710 -0.5 -0.6 0.4
H -1.76939 -1.96969 1.07875 0.9 1.2 0.5
H -0.18398 -1.11887 1.45730 -0.2 -0.2 0.1
H -1.70697 -0.39605 2.04026 0.4 -0.4 -0.4
H 0.88272 2.98830 0.40201 -0.4 -0.2 -1.0
H 1.87708 2.45556 1.57801 0.3 -0.2 -0.8
H 2.25008 1.70759 -1.15545 -0.2 0.2 0.5

=====

No. 6
17
Properties=species:S:1:pos:R:3:forces:R:3 method="wB97M-V/def2-TZVPD" relative_energy_ev=2.594 homo_ev="-8.030 / -8.127" total_charge=0 gap_ha="0.2689 / 0.2852" lumo_energy_ha="-0.02618 / -0.01349" multiplicity=1
C -1.21530 -0.96444 0.83588 -0.3 -2.7 -0.7
C 1.21087 -0.91475 0.23015 -1.3 2.2 -1.5
N -0.07474 2.61406 -2.11065 0.7 -0.1 -0.1
N 0.07582 1.04301 0.96335 -0.9 -1.3 -1.2
N 0.01343 -0.29816 0.85599 1.9 2.8 0.2
O -0.85737 0.33740 -1.98932 0.8 -2.6 -0.7
O -2.33362 2.03666 -1.06551 1.3 0.0 0.3
S -0.97164 1.50160 -1.19054 -1.2 3.0 1.2
H -1.93839 -0.28835 1.22687 -0.9 0.2 0.2
H -1.47977 -1.30029 -0.26708 0.3 0.5 2.3
H -1.03141 -1.82249 1.56005 -1.0 0.5 -1.1
H 1.79992 0.02930 0.01962 0.1 -1.7 0.2
H 1.62838 -1.63207 0.88741 0.8 -0.4 0.7
H 0.93498 -1.42798 -0.73098 0.1 0.6 0.8
H 0.22246 3.43904 -1.62277 -0.5 0.6 0.6
H 0.81259 2.20706 -2.41813 -0.5 -0.4 0.0
H -0.70381 1.45406 1.55144 0.6 -1.1 -1.1

=====

Number 1: total energy -6689.2336 eV. Number 2: total energy -8736.5208 eV. Number 3: total energy -8734.3688 eV. Number 4: total energy -20076.1717 eV. Number 5: total energy -21615.2734 eV. Number 6: total energy -21616.7427 eV.